{"formula": "C50H49BN11O8RbTe", "method": "ωB97M-V with the def2-TZVPD basis set", "species": ["Rb", "O", "C", "O", "C", "C", "C", "C", "C", "N", "C", "O", "O", "H", "H", "H", "H", "H", "C", "C", "N", "N", "C", "B", "N", "C", "C", "C", "N", "N", "C", "C", "C", "N", "N", "C", "C", "C", "N", "H", "H", "H", "H", "H", "H", "H", "H", "H", "H", "H", "H", "O", "C", "C", "C", "C", "C", "C", "C", "O", "N", "O", "O", "H", "H", "H", "H", "Te", "C", "C", "C", "C", "C", "C", "C", "C", "C", "C", "C", "C", "H", "H", "H", "H", "H", "H", "H", "H", "H", "H", "C", "C", "C", "C", "C", "C", "C", "C", "N", "C", "C", "C", "C", "H", "H", "H", "H", "H", "H", "H", "H", "H", "H", "H", "H", "H", "H", "H", "H", "H", "H"], "positions_angstrom": [[0.044468, -1.085734, -0.166380], [2.765053, 1.799763, -0.884918], [1.481281, 1.662857, -0.947352], [0.918768, 0.741272, -1.539194], [0.666950, 2.624607, -0.178761], [1.221536, 3.301627, 0.866801], [0.392016, 3.876590, 1.843224], [-0.947884, 3.524084, 1.815333], [-1.495216, 2.823734, 0.759573], [-0.718408, 2.631799, -0.405540], [-2.861876, 2.278280, 0.771267], [-3.649261, 2.452626, 1.821953], [-3.315038, 1.707606, -0.188067], [3.220653, 0.951914, -1.268954], [2.298762, 3.279383, 0.976821], [0.808332, 4.428351, 2.674676], [-1.572352, 3.773509, 2.663206], [-3.137280, 2.632223, 2.619621], [2.187067, -4.495168, 2.076533], [1.337437, -4.373506, 0.961595], [1.822238, -3.511982, 0.073498], [2.984871, -3.060131, 0.599617], [3.224043, -3.635224, 1.801477], [3.926369, -1.988050, -0.015496], [3.933736, -0.759996, 0.922342], [4.936636, -0.007984, 1.444774], [4.375167, 0.894979, 2.318719], [2.995626, 0.618939, 2.266108], [2.729210, -0.362182, 1.419667], [3.411158, -1.551838, -1.421599], [2.997716, -2.343103, -2.433988], [2.943636, -1.586372, -3.584812], [3.358091, -0.311696, -3.174398], [3.641894, -0.294402, -1.879126], [5.327698, -2.672464, -0.175366], [5.479159, -3.907876, -0.711374], [6.816565, -4.216351, -0.708883], [7.422997, -3.082460, -0.133652], [6.526997, -2.160508, 0.188459], [2.052397, -5.103175, 2.958279], [0.399886, -4.876590, 0.769008], [4.109416, -3.383313, 2.370380], [5.959955, -0.192437, 1.166112], [4.887977, 1.634047, 2.916112], [2.188279, 1.097244, 2.806190], [2.750388, -3.377576, -2.262729], [2.638548, -1.906125, -4.570639], [3.432118, 0.601521, -3.749905], [4.630322, -4.489534, -1.039604], [7.286040, -5.119694, -1.066193], [8.471132, -2.902993, 0.066534], [-2.790389, 0.297935, -3.792329], [-3.614888, -0.631066, -3.753398], [-3.405055, -1.940457, -3.242382], [-4.449140, -2.861049, -3.391269], [-4.307842, -4.144714, -2.959965], [-3.097237, -4.571140, -2.354843], [-2.069736, -3.703280, -2.185996], [-2.173139, -2.315419, -2.575064], [-1.253425, -1.499698, -2.321548], [-5.402832, -5.086517, -3.139216], [-6.454948, -4.678129, -3.604504], [-5.219026, -6.247162, -2.811703], [-4.615689, -0.446156, -4.182737], [-5.377922, -2.559764, -3.862720], [-3.022144, -5.601976, -2.036452], [-1.139370, -4.017986, -1.730587], [-1.552054, 1.450505, -1.994841], [-0.295217, 1.985901, -3.637513], [-0.127747, 3.294849, -4.071968], [0.647310, 3.554924, -5.196374], [1.233760, 2.507446, -5.893245], [1.057656, 1.197513, -5.459399], [0.305262, 0.933136, -4.326276], [-2.812390, 3.111352, -2.610858], [-2.968664, 4.239503, -1.809012], [-3.749035, 5.311727, -2.225595], [-4.391199, 5.274546, -3.454425], [-4.224653, 4.162766, -4.268314], [-3.437025, 3.095272, -3.856105], [-0.592717, 4.116689, -3.541829], [0.776170, 4.575456, -5.534620], [1.830073, 2.710201, -6.774393], [1.517189, 0.378393, -6.000665], [0.169112, -0.088609, -3.982921], [-2.473542, 4.322579, -0.852517], [-3.850158, 6.177250, -1.579984], [-5.009928, 6.104402, -3.775129], [-4.707268, 4.121142, -5.238022], [-3.304180, 2.253504, -4.517501], [-5.762561, -0.997457, -0.699459], [-5.218239, -1.205601, 0.695240], [-6.107956, -1.527745, 1.729491], [-5.596681, -1.745769, 3.001004], [-6.529439, -2.136369, 4.126687], [-4.238728, -1.592145, 3.267558], [-3.290465, -1.180770, 2.268375], [-3.870445, -1.080865, 0.953014], [-1.971832, -0.921274, 2.377327], [-1.134845, -0.865392, 3.577563], [-1.760847, -0.707955, 4.977353], [-0.235642, 0.369845, 3.392443], [-0.215352, -2.098819, 3.614886], [-6.650363, -0.359649, -0.672089], [-6.053227, -1.948211, -1.159351], [-5.020371, -0.514775, -1.339226], [-7.174451, -1.632679, 1.533348], [-7.449259, -2.579552, 3.737251], [-6.807423, -1.264808, 4.728714], [-6.056820, -2.860722, 4.796128], [-3.914486, -1.815337, 4.267295], [-3.192265, -0.841596, 0.136003], [-2.553517, 0.044621, 4.974485], [-0.981724, -0.384930, 5.680971], [-2.163868, -1.646893, 5.353287], [-0.846737, 1.280878, 3.446702], [0.239110, 0.332420, 2.406936], [0.550403, 0.425531, 4.160840], [-0.825328, -3.005808, 3.658835], [0.458872, -2.083771, 4.485195], [0.400241, -2.141958, 2.713564]], "forces_ev_per_angstrom": [[-0.2, -1.4, 1.9], [-0.4, 1.0, 0.3], [0.3, 0.4, 0.2], [0.2, 0.8, -0.7], [0.1, 0.0, -0.3], [0.0, 0.1, 0.1], [0.2, 0.1, 0.0], [-0.2, 0.0, -0.1], [0.1, 0.2, 0.0], [0.0, -0.7, 0.3], [0.5, 0.2, 0.3], [-0.1, 0.2, 0.6], [-0.3, -0.2, -0.9], [0.3, -0.4, 0.1], [-0.1, 0.0, -0.1], [0.0, 0.0, 0.0], [0.0, 0.0, 0.0], [0.0, -0.1, 0.0], [-0.1, 0.0, 0.0], [0.1, 0.0, 0.0], [0.1, 0.0, 0.2], [0.2, 0.0, 0.0], [-0.1, 0.0, -0.2], [0.0, 0.1, 0.1], [0.1, 0.0, 0.1], [-0.2, -0.1, -0.1], [-0.1, 0.0, 0.0], [0.1, 0.2, 0.0], [0.2, 0.0, 0.0], [-0.1, 0.0, 0.1], [0.1, 0.2, 0.1], [0.0, 0.2, -0.1], [0.0, -0.1, -0.2], [0.2, -0.9, -0.6], [-0.2, 0.0, 0.2], [0.0, 0.1, 0.0], [0.2, 0.1, 0.0], [0.0, 0.0, 0.0], [-0.1, -0.2, -0.2], [0.0, 0.1, -0.1], [0.0, 0.1, 0.0], [-0.1, 0.0, -0.1], [-0.1, 0.0, 0.0], [-0.1, -0.1, -0.1], [0.2, -0.1, -0.1], [0.0, 0.1, 0.0], [0.0, 0.0, 0.1], [0.0, -0.1, 0.1], [0.0, 0.1, 0.1], [0.0, 0.1, 0.0], [-0.1, 0.0, 0.0], [-0.3, 0.0, 0.0], [0.3, 0.0, 0.0], [0.1, 0.1, 0.1], [-0.2, 0.1, -0.1], [0.0, -0.2, 0.1], [-0.2, -0.1, -0.1], [0.0, 0.0, 0.0], [0.0, 0.1, -0.1], [-0.3, -0.4, -0.7], [0.1, 0.1, 0.1], [0.1, 0.1, 0.0], [0.1, 0.0, 0.0], [0.0, 0.0, -0.1], [0.0, 0.0, 0.0], [0.0, 0.0, 0.0], [0.0, 0.0, 0.0], [-0.5, 0.8, -0.7], [0.1, 0.0, 0.0], [0.1, -0.1, 0.1], [0.0, -0.1, 0.0], [0.0, 0.0, 0.1], [0.0, 0.1, 0.0], [-0.2, -0.1, 0.1], [-0.1, 0.1, 0.1], [0.1, 0.0, 0.0], [0.0, 0.0, 0.0], [0.0, -0.1, 0.0], [0.0, 0.1, 0.1], [0.1, -0.1, 0.0], [0.0, 0.0, 0.0], [0.0, 0.0, 0.0], [0.0, 0.0, 0.0], [0.0, 0.0, 0.0], [0.0, 0.1, 0.0], [0.0, 0.0, 0.0], [0.0, -0.1, 0.0], [0.0, 0.0, 0.0], [0.0, 0.0, 0.0], [0.0, 0.0, 0.0], [0.1, 0.0, 0.1], [0.1, 0.0, 0.0], [-0.1, 0.0, 0.0], [0.1, 0.0, 0.0], [0.1, 0.0, 0.0], [0.1, 0.1, -0.2], [0.2, -0.3, 0.3], [0.0, 0.1, 0.1], [-0.1, 0.3, -0.3], [0.0, 0.0, -0.1], [-0.1, 0.1, -0.1], [0.0, 0.0, 0.0], [-0.1, 0.0, 0.1], [0.0, 0.0, 0.0], [0.0, 0.1, 0.0], [0.0, 0.0, 0.0], [0.1, 0.0, 0.0], [0.0, 0.0, 0.0], [0.0, 0.0, 0.0], [0.0, 0.0, 0.0], [0.1, 0.0, 0.2], [0.0, 0.0, 0.0], [0.0, -0.1, 0.0], [-0.1, 0.0, -0.1], [-0.1, 0.0, 0.0], [0.1, -0.1, 0.0], [-0.1, 0.1, 0.1], [-0.1, 0.0, -0.1], [0.0, 0.0, 0.0], [-0.1, 0.0, -0.1], [0.0, 0.0, 0.0]], "mulliken_charge": [-0.19, -0.72, 0.26, 0.12, -0.09, -0.87, -1.32, -0.96, 0.55, 0.40, 0.60, -0.60, -0.66, 0.33, 0.58, 0.41, 0.71, 0.34, -1.19, -0.43, -0.86, 1.65, -0.39, -0.33, 0.55, -0.46, -1.58, -0.17, 0.49, 1.42, -0.12, -1.19, -0.30, -0.78, 0.86, -0.22, -0.97, -0.33, -1.11, 0.46, 0.42, 0.50, 0.57, 0.40, 0.34, 0.42, 0.46, 0.53, 0.41, 0.39, 0.42, -0.40, -0.84, 1.35, -0.24, -0.68, -0.50, -0.97, -0.51, 1.12, 1.05, -0.65, -0.67, 0.13, 0.45, 0.53, 0.48, 0.86, 0.91, -0.49, -0.89, -0.60, -0.73, -0.18, 0.68, -0.21, -0.97, -0.56, -0.89, -0.07, 0.50, 0.43, 0.38, 0.44, 0.36, 0.38, 0.44, 0.38, 0.42, 0.50, -1.04, 1.08, -0.96, 0.97, -1.62, -1.06, -0.41, 0.25, 0.67, 1.31, -2.23, -0.80, -1.18, 0.44, 0.34, -0.38, 0.27, 0.37, 0.26, 0.37, 0.21, 0.09, 0.38, 0.45, 0.45, 0.25, -0.27, 0.67, 0.45, 0.42, -0.20], "e_homo_ev": [-3.07, -3.05], "multiplicity": 2, "orbital_gap_ev": [4.7, 4.0], "total_charge": -1}